5
Properties=species:S:1:pos:R:3:forces:R:3 method="wB97M-V/def2-TZVPD" charge=0 orbital_gap_ev="8.27 / 6.93" e_above_lowest_kj_mol=255.8
C 1.1053 -0.1019 0.0460 -1.734 -0.612 1.730
O 1.6098 0.0542 1.0979 0.216 0.071 -2.424
F 1.3891 -0.0329 -1.2401 0.749 0.266 0.876
S -1.7368 -0.8717 0.3420 0.724 0.671 -0.305
Cl -2.3674 0.9522 -0.2458 0.045 -0.395 0.123



133
Properties=species:S:1:pos:R:3:forces:R:3 method="wB97M-V/def2-TZVPD" charge=0 orbital_gap_ev=10.32 smiles="CCCCCCCCCCCCCCC[C@@H](C#N)CC#N.CCOP(=O)(OCC)OCC.CCOP(=O)(OCC)OCC.CCOP(=O)(OCC)OCC"
C -0.4981 -5.5858 -7.0842 0.005 -0.041 -0.097
C 0.5780 -4.7412 -7.7663 -0.176 -0.260 -0.004
C 0.0667 -3.4499 -8.4207 -0.089 0.185 0.074
C -0.9588 -2.6593 -7.6039 0.282 -0.468 0.162
C -0.3815 -2.1373 -6.2813 -0.369 0.505 -0.298
C 0.2367 -0.7438 -6.4089 -0.009 0.486 0.180
C -0.7907 0.3865 -6.5784 -0.386 -0.435 0.045
C -1.6563 0.6199 -5.3358 0.603 -0.069 0.364
C -0.8608 0.9070 -4.0510 0.239 0.183 -0.212
C 0.2680 1.9505 -4.1947 0.001 0.184 0.590
C 0.1432 3.0701 -3.1570 -0.114 -0.170 0.157
C 0.1942 2.5688 -1.7045 0.339 1.000 0.515
C 1.6187 2.6927 -1.1146 -0.227 -0.974 -0.779
C 1.9815 1.6379 -0.0641 0.529 0.612 0.431
C 1.5744 1.9213 1.3963 -0.492 -0.330 -0.765
C 0.2057 2.6234 1.5775 0.424 0.183 1.119
C -0.3158 2.1804 2.8834 -0.395 0.014 -0.283
N -0.7556 1.8314 3.8828 0.018 -0.114 0.160
C 0.3664 4.1825 1.6226 0.106 -0.642 0.430
C 0.5328 4.6724 2.9964 -0.428 0.518 -0.321
N 0.5620 5.2116 4.0073 0.255 -0.094 0.237
H -1.1682 -6.0128 -7.8326 -0.165 0.067 0.069
H -1.0867 -5.0113 -6.3705 -0.040 0.013 0.011
H -0.0646 -6.4203 -6.5327 0.113 -0.021 -0.057
H 1.0002 -5.3545 -8.5651 0.269 0.029 0.077
H 1.3810 -4.5523 -7.0525 0.028 0.173 -0.028
H -0.3733 -3.7019 -9.3886 -0.014 0.024 -0.032
H 0.9162 -2.7910 -8.6213 0.070 -0.077 -0.131
H -1.8088 -3.3096 -7.3933 -0.090 0.043 -0.054
H -1.3481 -1.8376 -8.2059 0.025 0.063 0.000
H 0.3572 -2.8267 -5.8731 -0.056 -0.117 0.005
H -1.2047 -2.0653 -5.5675 0.130 -0.128 0.216
H 0.9375 -0.6757 -7.2449 0.053 -0.259 -0.019
H 0.8093 -0.5217 -5.5047 0.175 -0.083 -0.051
H -1.4749 0.1181 -7.3878 0.075 0.153 -0.154
H -0.2840 1.3024 -6.8792 0.015 0.035 -0.018
H -2.2322 -0.2879 -5.1503 -0.320 0.148 -0.052
H -2.3459 1.4508 -5.4922 -0.096 -0.071 -0.207
H -0.4263 -0.0116 -3.6528 -0.106 -0.115 -0.057
H -1.5574 1.2593 -3.2877 -0.105 -0.065 -0.011
H 0.3054 2.4021 -5.1846 -0.074 -0.075 -0.083
H 1.2375 1.4726 -4.0266 0.036 -0.067 -0.195
H -0.7860 3.6246 -3.3079 -0.041 -0.057 -0.164
H 0.9610 3.7848 -3.2813 -0.057 0.094 -0.102
H -0.1794 1.5539 -1.5748 -0.022 -0.058 -0.163
H -0.4432 3.2321 -1.1126 -0.264 -0.206 0.007
H 1.8010 3.7171 -0.7917 0.081 -0.002 0.102
H 2.2928 2.5202 -1.9598 0.143 0.086 0.060
H 3.0731 1.5720 -0.0637 0.014 -0.166 0.071
H 1.6372 0.6449 -0.3536 -0.215 0.079 -0.155
H 2.3311 2.5298 1.8917 -0.004 -0.048 0.146
H 1.5010 0.9571 1.8963 0.280 0.035 0.173
H -0.5515 2.3167 0.8608 0.220 0.071 -0.326
H -0.5069 4.6767 1.2041 0.086 0.130 -0.133
H 1.2851 4.4726 1.1190 -0.213 0.033 -0.443
C 6.4088 -1.1509 -0.3355 -0.049 0.004 0.138
C 5.2306 -1.9696 -0.8329 0.040 0.104 -0.125
O 4.9155 -3.0453 0.0491 0.141 0.334 0.422
P 4.0068 -2.7617 1.3719 1.221 -5.221 -3.715
O 2.7227 -2.3353 0.7638 0.050 2.467 2.116
O 3.7353 -4.2849 1.8576 0.026 0.723 0.721
C 2.4302 -4.7031 2.2836 -0.279 -0.288 -0.111
C 1.7905 -5.5755 1.2286 0.028 -0.041 -0.207
O 5.3124 -2.5581 2.2905 -1.427 1.929 0.753
C 5.1818 -2.6387 3.7321 0.189 0.005 0.270
C 5.9671 -3.8319 4.2212 0.024 -0.175 -0.131
H 6.1575 -0.6191 0.5842 0.005 0.031 -0.028
H 6.7084 -0.4167 -1.0849 -0.018 -0.014 -0.019
H 7.2563 -1.7988 -0.1137 0.016 -0.014 -0.061
H 4.3501 -1.3365 -0.9798 -0.023 -0.048 0.003
H 5.4731 -2.4239 -1.7935 -0.031 -0.082 0.031
H 1.7974 -3.8462 2.5159 0.057 0.081 -0.122
H 2.5645 -5.2696 3.2081 0.122 0.031 -0.014
H 1.7125 -5.0399 0.2819 -0.048 0.111 0.060
H 0.7916 -5.8922 1.5327 0.019 -0.031 0.022
H 2.4010 -6.4607 1.0451 -0.024 -0.032 0.080
H 4.1337 -2.7097 4.0307 -0.022 -0.019 -0.073
H 5.5874 -1.7178 4.1510 -0.050 0.056 -0.104
H 5.5369 -4.7591 3.8458 -0.066 0.022 -0.002
H 5.9742 -3.8615 5.3111 0.004 0.040 0.001
H 6.9952 -3.7807 3.8618 0.016 0.077 0.061
C -3.3279 13.3189 7.4240 0.123 -0.023 -0.143
C -3.0102 11.9801 8.0628 -0.135 0.235 0.225
O -2.6502 10.9954 7.0862 0.402 0.533 -0.188
P -1.1513 10.9537 6.5251 -2.387 -4.211 -0.705
O -0.2008 10.6879 7.6154 0.872 2.223 -0.358
O -1.2048 9.5728 5.6705 0.138 0.493 -0.056
C -0.1328 8.6218 5.7237 0.053 -0.341 0.039
C -0.5352 7.4094 6.5289 -0.199 -0.010 0.175
O -1.3504 11.9033 5.2540 1.203 1.090 1.087
C -0.3456 11.8854 4.2155 0.042 0.082 -0.271
C -0.9660 11.3457 2.9487 -0.156 -0.142 -0.002
H -2.4363 13.7614 6.9766 -0.005 0.021 0.036
H -3.7191 14.0136 8.1681 0.001 -0.029 0.025
H -4.0636 13.1970 6.6293 -0.056 -0.012 0.045
H -2.2132 12.0791 8.8043 0.027 -0.071 -0.038
H -3.8899 11.5928 8.5751 0.020 -0.118 -0.065
H 0.7727 9.0746 6.1276 -0.083 0.088 0.108
H 0.0795 8.3270 4.6927 -0.086 0.056 -0.023
H -0.8162 7.6937 7.5438 0.114 0.093 0.012
H 0.2805 6.6889 6.5761 -0.011 -0.014 -0.067
H -1.4022 6.9252 6.0785 0.061 -0.045 -0.068
H 0.5187 11.2881 4.5137 -0.043 -0.022 0.075
H -0.0087 12.9115 4.0676 -0.020 0.012 0.127
H -1.2598 10.3048 3.0758 0.049 -0.018 0.049
H -0.2609 11.4158 2.1196 0.013 0.034 0.014
H -1.8645 11.9101 2.6980 0.057 0.077 -0.024
C -4.9887 -9.3537 2.7062 -0.013 0.134 -0.131
C -3.5747 -9.7188 2.2953 -0.084 -0.088 0.319
O -3.3574 -9.5176 0.8936 -0.390 0.662 0.145
P -3.0125 -8.0481 0.3484 1.637 -4.320 -3.052
O -1.7165 -7.6338 0.9128 -1.265 2.189 1.623
O -2.5841 -8.4097 -1.1833 -0.354 0.403 0.048
C -1.4813 -7.6906 -1.7623 0.063 0.068 -0.240
C -0.1842 -8.4638 -1.7204 -0.116 -0.347 0.143
O -4.5008 -7.5880 0.0047 0.547 1.368 1.369
C -4.6920 -6.4441 -0.8623 -0.226 0.169 -0.193
C -5.3597 -6.9074 -2.1348 0.036 -0.207 -0.076
H -5.1627 -8.2811 2.6037 0.003 -0.005 0.045
H -5.1684 -9.6322 3.7451 0.033 -0.013 0.000
H -5.7134 -9.8624 2.0709 0.010 -0.066 0.031
H -2.8402 -9.1504 2.8720 0.039 0.002 -0.074
H -3.3928 -10.7762 2.4823 0.047 -0.008 -0.126
H -1.3252 -6.7382 -1.2543 -0.121 0.002 0.054
H -1.7855 -7.4710 -2.7887 0.047 -0.079 -0.019
H 0.0622 -8.7021 -0.6861 0.071 0.111 0.010
H 0.6192 -7.8663 -2.1534 0.005 -0.015 -0.002
H -0.2585 -9.4088 -2.2603 -0.039 0.061 -0.101
H -3.7426 -5.9481 -1.0755 0.039 -0.069 0.048
H -5.3285 -5.7350 -0.3335 0.061 -0.050 0.115
H -4.7076 -7.5786 -2.6918 0.060 0.027 0.020
H -5.6103 -6.0539 -2.7654 -0.007 0.022 0.033
H -6.2725 -7.4571 -1.9039 -0.043 0.086 0.028



18
Properties=species:S:1:pos:R:3:forces:R:3 method="wB97M-V/def2-TZVPD" charge=0 orbital_gap_ev=9.66 e_above_lowest_kj_mol=678.6
C 1.1442 -0.4600 0.9565 -2.574 2.084 2.729
C 0.9700 0.8954 0.0108 0.366 0.872 2.542
C -0.5266 1.4080 0.0114 1.374 2.462 -1.100
C -2.0156 -0.4275 0.1659 0.115 -3.843 1.288
C -0.7100 -0.7949 -0.5825 -4.528 -4.158 -6.186
C 0.6634 -0.9795 -0.3004 4.933 -2.020 -2.621
H 2.1650 -0.4845 1.3976 -0.674 -0.652 -0.962
H 0.3149 -0.9261 1.6693 1.828 1.893 -0.190
H 1.5829 1.7252 0.2385 0.723 1.032 0.568
H -0.7062 1.6558 1.1017 -0.366 -0.535 -1.160
H -0.6164 2.4378 -0.5774 0.333 -2.137 1.148
H -2.9494 -0.8096 -0.0652 -1.673 -0.903 -1.637
H -2.0640 -0.5035 1.2139 1.217 1.075 1.668
H -0.9653 -1.0127 -1.7792 1.171 -1.610 3.116
H 1.1648 -1.9249 -0.5048 -1.195 -0.676 -0.686
H 2.4991 -0.3477 -1.1286 -3.607 2.709 0.488
N -1.3666 0.3986 -0.6710 1.327 7.889 1.084
N 1.4159 0.1501 -1.1563 1.230 -3.483 -0.089



16
Properties=species:S:1:pos:R:3:forces:R:3 method="wB97M-V/def2-TZVPD" charge=0 orbital_gap_ev=9.29 e_above_lowest_kj_mol=520.9
C -0.9457 -2.1186 -0.1917 -0.836 -0.598 0.148
C 0.5766 -0.8083 -0.5842 0.803 0.417 -0.994
N -0.4461 -1.6430 -1.2582 -0.798 -0.083 1.147
C 0.4826 0.4414 -1.4220 0.544 0.511 -0.191
C 0.1671 0.5176 0.0135 0.111 -0.005 -0.009
C -0.8300 1.1909 0.8844 -0.169 -0.079 -0.031
C 0.6599 1.3934 1.1029 0.194 -0.016 0.117
H -1.9782 -1.9268 0.0641 -0.889 -1.228 -0.258
H -0.3196 -2.6481 0.5321 0.120 0.630 0.774
H 1.4960 -1.2408 -0.1823 0.045 0.057 -0.569
H -0.3853 0.4309 -2.0855 0.566 -0.031 0.084
H 1.4206 0.7347 -1.8515 0.226 0.827 -0.006
H -1.3580 0.6000 1.6313 0.110 0.014 -0.172
H -1.4134 2.0215 0.4884 0.177 -0.200 0.006
H 1.0815 2.3579 0.8238 -0.070 -0.228 0.011
H 1.1180 0.9458 1.9803 -0.135 0.015 -0.059



| no. | E (eV) |
| --- | --- |
| 1 | -29156.4005 |
| 2 | -95071.8582 |
| 3 | -9357.4038 |
| 4 | -7852.7606 |